# 1
C36H56AsGe2MnN2S | the ωB97M-V functional and the def2-TZVPD basis

Structure (XYZ):
```
99
C36H56AsGe2MnN2S the ωB97M-V functional and the def2-TZVPD basis
Mn -0.31 -0.51 0.43
S -3.11 -3.18 2.67
C -2.80 -1.95 3.81
C -1.94 -1.00 3.33
C -1.49 -1.23 2.00
C -2.07 -2.40 1.53
C -1.71 -3.04 0.27
C -2.29 -4.24 -0.16
C -1.80 -4.85 -1.30
C -0.75 -4.27 -2.00
C -0.26 -3.06 -1.53
N -0.72 -2.45 -0.44
H -3.26 -1.99 4.78
H -1.65 -0.16 3.94
H -3.09 -4.69 0.40
H -2.23 -5.79 -1.63
H -0.33 -4.72 -2.88
H 0.54 -2.56 -2.06
C -4.76 2.12 0.99
C -3.75 0.97 1.01
Ge -1.93 1.58 0.56
C -0.87 2.30 2.08
C -1.44 3.64 2.53
C -2.07 2.98 -0.79
C -1.69 2.60 -2.01
Ge -1.10 0.73 -1.90
C 0.78 0.40 -2.50
C 1.04 0.26 -3.99
C -2.49 -0.51 -2.58
C -2.77 -0.50 -4.08
C -1.81 3.39 -3.25
C -2.29 4.70 -3.27
C -2.39 5.40 -4.46
C -2.02 4.81 -5.66
C -1.55 3.51 -5.66
C -1.45 2.81 -4.47
H -5.77 1.74 1.18
H -4.78 2.61 0.02
H -4.54 2.87 1.74
H -4.04 0.21 0.28
H -3.73 0.47 1.98
H 0.17 2.41 1.78
H -0.88 1.59 2.91
H -1.52 4.35 1.71
H -0.80 4.10 3.29
H -2.43 3.53 2.98
H -2.54 3.94 -0.61
H 1.14 -0.50 -1.99
H 1.37 1.22 -2.08
H 0.39 -0.49 -4.45
H 2.07 -0.05 -4.17
H 0.89 1.20 -4.52
H -3.40 -0.23 -2.04
H -2.25 -1.53 -2.26
H -3.14 0.47 -4.41
H -3.53 -1.24 -4.33
H -1.88 -0.73 -4.67
H -2.59 5.18 -2.35
H -2.77 6.41 -4.45
H -2.10 5.36 -6.58
H -1.26 3.03 -6.59
H -1.09 1.78 -4.49
C 4.00 2.36 2.17
C 3.79 1.96 0.71
C 3.55 3.18 -0.18
C 4.98 1.13 0.19
C 2.59 1.13 0.64
N 1.62 0.51 0.59
H 4.90 2.96 2.24
H 4.11 1.49 2.81
H 3.16 2.96 2.54
H 4.42 3.84 -0.11
H 2.67 3.74 0.14
H 3.43 2.90 -1.23
H 5.87 1.74 0.22
H 4.81 0.80 -0.83
H 5.14 0.25 0.82
C 3.57 -3.60 0.31
C 3.53 -2.78 1.59
As 1.68 -2.37 2.14
C 1.22 -3.99 3.16
C 0.56 -5.07 2.32
C 2.05 -1.16 3.66
C 3.06 -1.64 4.68
H 4.60 -3.76 -0.03
H 3.03 -3.10 -0.50
H 3.12 -4.58 0.44
H 4.03 -1.82 1.44
H 4.05 -3.29 2.40
H 0.54 -3.67 3.95
H 2.12 -4.37 3.64
H -0.35 -4.71 1.85
H 0.29 -5.94 2.93
H 1.23 -5.43 1.53
H 1.08 -0.99 4.12
H 2.35 -0.20 3.22
H 2.77 -2.59 5.12
H 3.16 -0.92 5.50
H 4.05 -1.76 4.24
```

## Properties
charge = +1
multiplicity = 6
LUMO (spin up / spin down) = -0.084 / -0.105 Eh
E_HOMO (spin up / spin down) = -10.022 / -10.443 eV
energy above the lowest of the compared OMol25 structures with the same formula, charge and spin = 0.496 eV
electronic energy = -257240.971 eV

# 2
C36H56N2O2 | the ωB97M-V functional and the def2-TZVPD basis

Structure (XYZ):
```
96
C36H56N2O2 the ωB97M-V functional and the def2-TZVPD basis
C 1.90 1.50 4.50
C 0.78 0.53 5.00
C -0.08 -0.02 3.84
C 0.37 -1.41 3.40
C 1.68 -1.39 2.58
C 1.40 -0.96 1.13
C 2.25 0.24 0.63
C 1.39 1.41 0.08
C 2.09 2.12 -1.09
C 1.16 2.50 -2.25
C 0.28 1.38 -2.82
C 0.99 0.07 -3.15
C -0.02 -0.96 -3.68
C 0.24 -2.40 -3.20
C -0.21 -2.57 -1.75
C -1.60 -3.21 -1.57
C -2.76 -2.23 -1.38
C -2.45 -1.07 -0.41
C -3.60 -0.70 0.50
C -3.53 -1.16 1.83
C -4.51 -0.89 2.78
C -5.61 -0.12 2.41
C -5.70 0.37 1.11
C -4.72 0.08 0.14
C -4.87 0.64 -1.23
O -4.29 0.23 -2.20
C -5.83 1.76 -1.39
C -6.75 2.03 -0.47
C -6.86 1.23 0.76
O -7.84 1.31 1.45
H 1.78 2.49 4.94
H 2.88 1.11 4.75
H 1.82 1.63 3.43
H 0.13 1.05 5.70
H 1.27 -0.31 5.47
H -0.07 0.69 3.01
H -1.10 -0.13 4.21
H -0.38 -1.91 2.80
H 0.56 -2.01 4.30
H 2.03 -2.43 2.57
H 2.43 -0.78 3.06
H 0.35 -0.70 1.02
H 1.65 -1.79 0.47
H 2.87 0.60 1.44
H 2.91 -0.12 -0.15
H 1.30 2.13 0.89
H 0.40 1.05 -0.19
H 2.93 1.54 -1.48
H 2.50 3.05 -0.71
H 0.48 3.26 -1.87
H 1.76 2.98 -3.03
H -0.17 1.76 -3.73
H -0.55 1.17 -2.15
H 1.56 -0.30 -2.30
H 1.72 0.29 -3.94
H -0.08 -0.91 -4.77
H -1.00 -0.67 -3.28
H 1.33 -2.53 -3.21
H -0.19 -3.13 -3.88
H 0.52 -3.22 -1.26
H -0.11 -1.60 -1.26
H -1.55 -3.96 -0.77
H -1.80 -3.77 -2.48
H -3.13 -1.86 -2.33
H -3.59 -2.79 -0.96
H -1.62 -1.37 0.22
H -2.15 -0.20 -0.99
H -2.66 -1.74 2.13
H -4.41 -1.27 3.78
H -6.39 0.11 3.11
H -5.75 2.32 -2.31
H -7.44 2.84 -0.63
C 2.31 -6.84 1.49
C 3.74 -6.40 1.21
C 3.93 -4.88 1.37
C 3.15 -4.12 0.40
N 2.52 -3.53 -0.36
H 1.61 -6.40 0.78
H 2.23 -7.93 1.40
H 2.00 -6.57 2.50
H 4.03 -6.70 0.20
H 4.42 -6.90 1.90
H 4.98 -4.63 1.25
H 3.65 -4.57 2.38
C 3.65 6.52 -2.69
C 2.22 6.48 -3.24
C 1.23 7.25 -2.37
C 1.09 6.66 -1.04
N 0.99 6.20 0.01
H 3.71 6.05 -1.71
H 4.32 5.99 -3.36
H 4.00 7.55 -2.61
H 1.90 5.44 -3.33
H 2.21 6.91 -4.24
H 0.25 7.25 -2.84
H 1.54 8.29 -2.27
```

## Properties
SMILES string = CCCCCCCCCCCCCCCCCCc1cccc2c1C(=O)C=CC2=O.CCCC#N.CCCC#N
multiplicity = 1
LUMO = -0.033 Eh
E_HOMO = -9.283 eV
electronic energy = -45314.933 eV

# 3
C36H56N2O20 | the ωB97M-V functional and the def2-TZVPD basis

Structure (XYZ):
```
114
C36H56N2O20 the ωB97M-V functional and the def2-TZVPD basis
O -4.89 -2.82 7.68
C -5.21 -1.65 7.94
C -4.48 -0.48 7.51
C -4.92 0.82 7.67
O -4.25 1.88 7.15
C -6.00 1.27 8.61
O -6.29 2.43 8.89
C -6.65 0.06 9.17
C -6.33 -1.27 8.89
O -6.91 -2.25 9.65
H -3.81 -0.41 6.66
H -4.58 2.73 7.46
H -7.49 0.22 9.84
H -6.60 -3.12 9.38
O 8.59 4.79 -11.71
C 8.48 4.55 -10.51
C 7.82 3.32 -10.01
C 7.48 3.10 -8.69
O 6.91 1.95 -8.33
C 7.74 4.20 -7.55
O 7.42 3.99 -6.43
C 8.52 5.27 -8.12
C 8.86 5.44 -9.41
O 9.39 6.63 -9.82
H 7.40 2.57 -10.66
H 7.07 1.73 -7.41
H 9.00 6.08 -7.59
H 9.36 6.59 -10.78
O 1.92 5.18 -7.62
C 1.92 4.95 -8.86
C 2.32 5.97 -9.87
C 2.43 5.80 -11.16
O 3.02 6.79 -11.97
C 1.97 4.59 -11.89
O 1.97 4.42 -13.13
C 1.56 3.55 -10.89
C 1.55 3.64 -9.56
O 1.20 2.66 -8.80
H 2.59 6.91 -9.40
H 2.69 6.56 -12.85
H 1.14 2.65 -11.33
H 1.22 2.80 -7.85
C 3.60 0.05 0.81
N 2.51 0.29 -0.11
C 1.19 -0.05 0.36
C 2.71 1.15 -1.15
O 1.91 1.47 -2.04
H 3.28 -0.36 1.77
H 4.28 0.87 1.07
H 4.23 -0.73 0.39
H 1.04 0.23 1.41
H 0.49 0.48 -0.29
H 1.10 -1.14 0.38
H 3.75 1.51 -1.18
C -5.78 -4.35 0.95
N -5.97 -3.05 1.53
C -4.97 -2.00 1.20
C -7.10 -2.80 2.13
O -7.46 -1.66 2.45
H -5.98 -4.19 -0.11
H -6.52 -5.07 1.29
H -4.75 -4.70 1.02
H -4.72 -1.43 2.09
H -4.12 -2.60 0.87
H -5.26 -1.25 0.47
H -7.57 -3.76 2.40
C -6.31 3.43 -4.13
O -4.97 3.25 -3.77
C -4.24 4.23 -3.06
C -3.58 5.33 -3.88
O -4.58 6.32 -4.23
C -4.01 7.65 -4.42
H -6.48 2.67 -4.90
H -6.42 4.37 -4.66
H -6.98 3.30 -3.29
H -3.38 3.88 -2.48
H -4.88 4.71 -2.32
H -3.39 4.91 -4.86
H -2.63 5.67 -3.46
H -3.95 8.11 -3.44
H -4.75 8.29 -4.91
H -3.03 7.74 -4.89
C -0.90 -8.19 2.90
O -0.01 -7.96 1.70
C 0.86 -9.12 1.39
C 1.75 -8.77 0.16
O 2.64 -7.61 0.20
C 3.46 -7.39 1.22
H -1.59 -8.97 2.57
H -1.31 -7.25 3.27
H -0.49 -8.75 3.73
H 0.44 -10.12 1.25
H 1.42 -9.34 2.30
H 1.12 -8.83 -0.72
H 2.41 -9.64 0.18
H 3.62 -6.32 1.15
H 4.39 -7.95 1.12
H 2.80 -7.56 2.07
C 2.64 -1.74 13.82
O 1.74 -2.47 12.98
C 1.68 -2.03 11.63
C 1.40 -3.12 10.60
O 1.62 -2.55 9.28
C 1.54 -3.42 8.13
H 2.57 -0.67 13.66
H 3.69 -2.02 13.76
H 2.23 -1.91 14.82
H 2.60 -1.61 11.23
H 1.07 -1.17 11.38
H 0.43 -3.53 10.88
H 2.12 -3.93 10.75
H 2.06 -2.90 7.33
H 0.50 -3.59 7.85
H 2.03 -4.39 8.13
```

## Properties
SMILES string = O=C1C=C(O)C(=O)C=C1O.O=C1C=C(O)C(=O)C=C1O.O=C1C=C(O)C(=O)C=C1O.CN(C)C=O.CN(C)C=O.COCCOC.COCCOC.COCCOC
multiplicity = 1
LUMO = -0.069 Eh
E_HOMO = -9.356 eV
electronic energy = -82158.017 eV

# 4
C36H57AsBN5O3PdS3Si | the ωB97M-V functional and the def2-TZVPD basis

Structure (XYZ):
```
108
C36H57AsBN5O3PdS3Si the ωB97M-V functional and the def2-TZVPD basis
Pd -0.02 -0.02 0.67
C -4.36 -0.08 0.54
N -3.98 -0.10 1.93
C -4.71 0.38 2.98
C -3.98 0.15 4.11
N -2.81 -0.44 3.76
B -1.72 -0.66 4.84
N -0.53 -1.52 4.37
C -0.31 -2.78 4.83
C 0.98 -3.13 4.57
N 1.55 -2.07 3.93
C 2.94 -1.93 3.60
C 0.61 -1.11 3.79
S 0.90 0.37 2.99
C -2.83 -0.62 2.43
S -1.76 -1.54 1.48
H -5.22 0.58 0.43
H -4.64 -1.08 0.21
H -3.52 0.28 -0.06
H -5.68 0.81 2.85
H -4.20 0.39 5.13
H -2.23 -1.21 5.76
H -1.28 0.41 5.12
H -1.08 -3.33 5.33
H 1.50 -4.04 4.79
H 3.42 -2.90 3.65
H 3.43 -1.26 4.32
H 3.05 -1.50 2.60
C -0.33 -2.93 -3.24
C -1.19 -1.83 -2.64
C -1.96 -1.08 -3.72
C -2.16 -2.42 -1.63
O -0.35 -0.88 -1.91
Si 0.89 -0.07 -2.61
S 1.56 0.96 -0.81
O 1.98 -1.10 -3.13
C 3.04 -1.07 -4.11
C 3.73 -2.43 -3.99
C 3.99 0.07 -3.77
C 2.44 -0.88 -5.50
O 0.51 1.01 -3.74
C 0.08 2.36 -3.87
C -1.03 2.65 -2.86
C -0.45 2.51 -5.30
C 1.28 3.27 -3.61
H -0.95 -3.76 -3.55
H 0.39 -3.28 -2.50
H 0.22 -2.56 -4.10
H -2.55 -1.79 -4.30
H -1.27 -0.58 -4.40
H -2.62 -0.34 -3.28
H -2.82 -3.13 -2.11
H -2.77 -1.63 -1.20
H -1.62 -2.93 -0.83
H 4.13 -2.56 -2.98
H 4.55 -2.49 -4.70
H 3.03 -3.23 -4.20
H 4.36 -0.03 -2.76
H 3.47 1.02 -3.85
H 4.83 0.07 -4.46
H 1.78 -1.71 -5.75
H 3.23 -0.83 -6.23
H 1.86 0.04 -5.53
H -1.90 2.03 -3.07
H -1.31 3.70 -2.93
H -0.67 2.42 -1.85
H -1.28 1.84 -5.46
H 0.33 2.29 -6.01
H -0.78 3.53 -5.46
H 1.66 3.10 -2.60
H 0.98 4.31 -3.70
H 2.07 3.07 -4.32
N 1.31 -1.99 0.60
C 1.94 -2.94 0.47
C 2.72 -4.10 0.38
C 2.21 -5.27 -0.21
C 2.99 -6.40 -0.24
C 4.26 -6.40 0.32
C 4.77 -5.25 0.90
C 4.01 -4.10 0.93
H 1.21 -5.26 -0.64
H 2.62 -7.30 -0.70
H 4.86 -7.29 0.29
H 5.76 -5.25 1.33
H 4.41 -3.19 1.35
C -2.61 3.52 0.27
As -1.16 2.40 1.04
C 0.32 3.66 0.87
C -1.70 2.58 2.97
C -1.72 3.95 3.56
C -0.53 4.55 3.99
C -0.56 5.75 4.68
C -1.78 6.36 4.96
C -2.96 5.77 4.54
C -2.93 4.58 3.83
H -2.51 4.51 0.72
H -3.59 3.10 0.51
H -2.52 3.60 -0.81
H 0.06 4.61 1.34
H 0.53 3.83 -0.19
H 1.21 3.24 1.33
H -1.01 1.96 3.53
H -2.71 2.16 3.04
H 0.41 4.05 3.83
H 0.36 6.19 5.02
H -1.80 7.28 5.52
H -3.91 6.22 4.78
H -3.86 4.12 3.53
```

## Properties
charge = +2
multiplicity = 1
LUMO (spin up / spin down) = -0.320 / -0.308 Eh
E_HOMO (spin up / spin down) = -13.307 / -13.337 eV
electronic energy = -157220.929 eV